The following is a DFT calculation (the ωB97M-V functional and the def2-TZVPD basis) of CH3N5O7S2 in the gas phase.

Geometry as XYZ:
```
18
Properties=species:S:1:pos:R:3:lowdin_charge:R:1
N 0.530 0.560 -2.780 0.204
C 0.725 0.158 -1.497 -0.560
O 1.804 -0.339 -1.198 0.044
N -0.169 0.595 -0.589 0.024
N -0.132 0.159 0.717 -0.243
S -1.767 0.415 1.409 0.684
O -2.106 -0.499 2.407 -0.219
O -2.617 0.648 0.277 -0.266
N -0.933 1.924 1.897 -0.086
O -0.454 1.963 2.985 0.054
S 0.445 -1.526 0.734 0.695
O -0.123 -2.112 -0.421 -0.250
O 0.243 -2.204 1.995 -0.254
N 2.168 -1.214 0.432 -0.155
O 2.664 -0.440 1.180 0.003
H -0.473 0.563 -3.081 0.146
H 1.214 0.603 -3.456 0.087
H -1.021 0.746 -1.012 0.092
```

The total charge is 0. The energy above the lowest of the compared OMol25 structures with the same formula, charge and spin is 1.9 kcal/mol. As for the frontier orbital gap: 7.55 eV. As for the structure (SMILES): NC(=O)NN(S(=O)(=O)N=O)S(=O)(=O)N=O. The calculation puts the LUMO energy at -1.94 eV. Its strongest force on any atom is 0.10052 Eh/bohr. Its HOMO energy is -9.5 eV.

=====

The following is a DFT calculation (the ωB97M-V functional and the def2-TZVPD basis) of CH3NO in the gas phase.

Geometry as XYZ:
```
6
Properties=species:S:1:pos:R:3:lowdin_charge:R:1
C 0.577 0.237 -0.589 -0.065
N -0.299 0.369 0.323 -0.108
O -0.952 -0.828 0.664 -0.072
H 1.204 -0.651 -0.852 0.089
H 0.884 1.282 -0.930 0.086
H -1.414 -0.409 1.385 0.071
```

The total charge is 0. The energy above the lowest of the compared OMol25 structures with the same formula, charge and spin is 62.4 kcal/mol. As for the frontier orbital gap: 11.17 eV. As for the structure (SMILES): C=NO. The calculation puts the LUMO energy at 1.18 eV. Its strongest force on any atom is 0.04731 Eh/bohr. Its HOMO energy is -10.0 eV.

=====

The following is a DFT calculation (the ωB97M-V functional and the def2-TZVPD basis) of CH3NO2 in the gas phase.

Geometry as XYZ:
```
7
Properties=species:S:1:pos:R:3:lowdin_charge:R:1
O 0.496 -0.493 -1.162 0.035
C 0.305 -0.263 0.222 -0.475
N -0.891 0.124 0.783 0.075
O 0.221 0.992 0.715 0.019
H 0.558 0.363 -1.521 0.064
H 1.031 -1.042 0.679 0.181
H -1.720 0.318 0.284 0.101
```

The total charge is 0. The energy above the lowest of the compared OMol25 structures with the same formula, charge and spin is 98.1 kcal/mol. As for the frontier orbital gap: 10.68 eV. As for the structure (SMILES): O[C@@H]1NO1. The calculation puts the LUMO energy at 0.94 eV. Its strongest force on any atom is 0.08379 Eh/bohr. Its HOMO energy is -9.7 eV.

=====

Question: Number 1 is which compound?
Answer: CH3N5O7S2